(1)
# C25H32GeN3NaO8S2Se

A structure of composition C25H32GeN3NaO8S2Se in a non-equilibrium geometry (ωB97M-V/def2-TZVPD, the OMol25 dataset).

Calculated values
Molecular weight, g/mol: 741.24
Total charge: -2
HOMO-LUMO gap, eV: 5.470
HOMO energy, eV: -1.88

Last column: Löwdin charge in e.
Cartesian coordinates (Å):
Na: 1.8706 1.2884 0.6208  0.286
O: -2.2432 1.9246 2.7865  0.099
C: -1.0507 1.4966 2.3435  -0.467
O: -0.8471 0.7116 1.4002  0.086
C: -0.0371 2.0376 3.2695  -0.118
O: 1.1886 2.1504 2.5345  -0.200
C: 2.2075 2.9882 3.1831  -0.086
C: 3.4964 3.0456 2.3799  -0.705
O: 4.0153 4.1699 2.3015  -0.050
O: 3.7873 1.9552 1.8025  -0.056
H: -2.8548 1.6633 2.0884  0.117
H: 0.1079 1.3023 4.1008  0.150
H: -0.3414 3.0277 3.6750  0.135
H: 2.5154 2.4638 4.1088  0.129
H: 1.6863 3.9641 3.3768  0.130
C: 4.6137 -3.5983 -2.2021  -0.073
C: 3.7505 -2.3641 -2.2436  -0.257
C: 4.2592 -1.1234 -2.6827  -0.051
C: 3.4029 -0.0264 -2.7047  -0.054
C: 2.0319 -0.2099 -2.5094  -0.268
C: 1.5533 -1.3938 -1.9525  -0.115
C: 2.3968 -2.4317 -1.7667  -0.069
S: 0.8318 1.0361 -3.0006  0.614
O: 1.2442 1.9781 -4.0429  -0.348
O: -0.4143 0.3700 -3.2441  -0.343
N: 0.8283 1.9116 -1.6013  -0.132
C: 0.5075 3.1857 -1.6271  -0.350
C: -0.7846 3.6297 -1.9188  -0.050
C: -1.0312 4.9378 -2.2473  -0.126
C: -0.0323 5.8710 -2.0749  -0.091
C: 1.2922 5.5401 -1.6406  -0.192
C: 2.3590 6.4046 -1.4416  -0.048
C: 3.5886 5.8879 -0.9511  -0.057
C: 3.6535 4.5558 -0.4829  -0.138
N: 2.7028 3.6647 -0.7509  0.149
C: 1.5529 4.1508 -1.3810  -0.115
H: 5.4547 -3.4643 -1.5274  0.074
H: 4.8917 -3.9218 -3.2071  0.072
H: 4.0255 -4.3871 -1.7745  0.053
H: 5.2926 -1.0772 -3.0245  0.104
H: 3.7659 0.9824 -2.9806  0.124
H: 0.5155 -1.5268 -1.6791  0.113
H: 2.0042 -3.3532 -1.2779  0.118
H: -1.5989 2.9555 -1.9263  0.094
H: -2.0515 5.2943 -2.5063  0.101
H: -0.2088 6.9439 -2.2612  0.089
H: 2.3166 7.4755 -1.7607  0.108
H: 4.3805 6.6149 -0.7420  0.086
H: 4.4134 4.1695 0.1760  0.084
O: 0.4158 -1.5520 3.4955  -0.696
S: 1.4123 -1.9148 2.4138  0.563
N: 1.5876 -1.2790 1.0518  -0.428
C: -5.2753 -5.8768 2.5582  -0.255
Ge: -3.9393 -4.8049 1.5151  0.753
C: -3.8025 -5.4208 -0.3755  -0.231
C: -2.2217 -4.8121 2.4364  -0.203
C: -5.0154 -3.0944 1.4920  -0.614
Se: -3.8347 -1.9286 0.4586  0.840
C: -4.8892 -1.8289 -1.1908  -0.419
H: -5.3629 -6.9028 2.1391  0.006
H: -6.2577 -5.4007 2.5355  -0.005
H: -4.9960 -5.8959 3.6280  0.008
H: -3.6268 -6.5060 -0.4899  0.015
H: -2.8920 -4.9136 -0.6916  0.007
H: -4.6843 -5.1800 -0.9702  0.009
H: -2.1411 -5.2933 3.3754  0.001
H: -1.9739 -3.7886 2.7358  0.023
H: -1.4071 -5.1295 1.8001  0.022
H: -5.0040 -2.6540 2.4787  -0.006
H: -5.9748 -3.2034 0.9956  0.009
H: -4.6421 -0.8652 -1.5992  -0.004
H: -5.9854 -1.9416 -0.9976  0.028
H: -4.4988 -2.6843 -1.8080  0.018

=====

(2)
# C4H7NO

A structure of composition C4H7NO (ωB97M-V/def2-TZVPD, the OMol25 dataset).

Calculated values
Energy relative to the best compared isomer or geometry (same formula, charge and spin), kJ/mol: 592.7
Molecular weight, g/mol: 85.11
Total charge: 0
HOMO-LUMO gap, eV: 9.281
HOMO energy, eV: -8.98

Last column: Löwdin charge in e.
Cartesian coordinates (Å):
C: -0.9648 0.0974 1.0041  -0.043
C: 0.0812 -0.9291 -0.4663  -0.177
C: 0.4365 -0.1402 -1.6267  -0.087
N: 1.3477 -0.4724 -0.4929  0.044
C: 0.7451 0.6397 0.6585  -0.440
O: 0.6878 1.8009 0.2929  -0.020
H: -1.1055 -0.8015 1.6079  0.063
H: -1.7207 0.2120 0.2255  0.074
H: -1.1002 0.9702 1.6647  0.085
H: -0.3747 -1.8743 -0.1782  0.136
H: 0.6566 -0.6065 -2.5874  0.109
H: 0.1008 0.8973 -1.6493  0.106
H: 1.2103 0.2066 1.5473  0.150

=====

(3)
# C10H30O5S5

A cluster of 5 separate species, C10H30O5S5 in total in a non-equilibrium geometry (ωB97M-V/def2-TZVPD, the OMol25 dataset).

Calculated values
Energy relative to the best compared isomer or geometry (same formula, charge and spin), kJ/mol: 867.0
Molecular weight, g/mol: 390.68
Total charge: 0
HOMO-LUMO gap, eV: 9.071
HOMO energy, eV: -9.08

Last column: Löwdin charge in e.
Cartesian coordinates (Å):
C: 17.1250 45.6290 49.9230  -0.234
S: 18.1130 45.3300 51.3410  0.939
O: 17.0120 44.4610 52.1280  -0.585
C: 19.2410 44.0970 50.6560  -0.229
H: 16.8210 44.8900 49.6250  -0.093
H: 17.7310 46.1090 49.0490  0.111
H: 16.4310 46.3110 50.1290  0.022
H: 19.7460 44.5670 49.7930  0.065
H: 18.9370 43.3010 50.3300  -0.046
H: 19.9310 43.7030 51.3450  0.054
C: 25.3490 41.2270 44.6490  -0.299
S: 23.6040 41.6200 44.6420  0.770
O: 22.8180 40.4070 45.1660  -0.576
C: 23.5750 42.7200 46.1040  -0.277
H: 25.4520 40.4790 43.8900  0.024
H: 25.6390 40.7240 45.6380  0.086
H: 25.9390 42.1750 44.3530  0.090
H: 22.4550 42.9410 46.1160  0.019
H: 24.1050 43.6820 45.8400  0.056
H: 24.1840 42.2030 46.9320  0.089
C: 19.7520 45.0180 46.4560  -0.252
S: 21.1030 45.8300 45.5160  0.822
O: 22.3920 45.8010 46.3880  -0.577
C: 21.2800 44.6100 44.1750  -0.280
H: 18.8800 44.8110 45.7200  0.098
H: 19.6970 45.6680 47.1760  -0.063
H: 20.1160 43.9760 46.8780  0.103
H: 20.4690 44.7110 43.5230  -0.002
H: 21.4220 43.4760 44.6840  0.090
H: 22.3310 44.9100 43.7160  0.082
C: 24.7720 47.1160 43.6210  -0.245
S: 25.9850 47.7600 42.4320  0.850
O: 27.1510 46.7340 42.4360  -0.577
C: 25.1260 47.4400 40.9220  -0.248
H: 23.9470 47.8790 43.7100  0.088
H: 25.2170 47.0380 44.5620  0.036
H: 24.5440 46.1830 43.4270  -0.025
H: 24.2760 48.2470 40.9650  0.114
H: 24.9680 46.3720 40.9700  0.065
H: 25.7040 47.7350 40.2600  -0.060
C: 20.4410 45.0510 40.2960  -0.240
S: 18.8240 45.7910 39.9120  0.858
O: 19.1700 47.0690 39.2140  -0.561
C: 18.1790 44.5390 38.7500  -0.187
H: 21.0660 45.7380 40.9360  0.083
H: 21.0530 44.5910 39.5180  0.081
H: 20.2730 44.4850 41.0080  -0.089
H: 18.7390 44.6060 38.0640  -0.073
H: 17.2910 44.8040 38.3350  0.032
H: 18.0970 43.6590 39.4250  0.092

=====

(4)
# C4H9N3O

The molecule C4H9N3O in a non-equilibrium geometry (ωB97M-V/def2-TZVPD, the OMol25 dataset).

Calculated values
Energy relative to the best compared isomer or geometry (same formula, charge and spin), kJ/mol: 344.2
Molecular weight, g/mol: 115.14
Total charge: 0
SMILES string: [H]/N=C(N)/C(C)=C(/N)O
HOMO-LUMO gap, eV: 7.549
HOMO energy, eV: -6.77

Last column: Löwdin charge in e.
Cartesian coordinates (Å):
C: 1.2325 -0.0700 1.3294  -0.082
C: 0.4894 0.2041 -1.1209  -0.360
C: -1.1820 -0.2377 0.3730  -0.503
C: 0.2357 -0.1875 0.2161  -0.243
N: 1.3206 1.2326 -1.4388  0.185
N: -1.8761 -0.7431 1.4441  0.117
O: 0.3238 -0.6231 -2.1928  0.056
N: -1.8271 -0.0304 -0.7572  0.051
H: -0.1405 -1.4127 -1.8671  0.125
H: 2.0469 1.4241 -0.7593  0.112
H: 1.4903 1.3323 -2.4329  0.115
H: -2.8272 -0.3983 1.4779  0.093
H: -1.3939 -0.7534 2.3315  0.075
H: -2.3824 0.4008 -1.4925  0.055
H: 0.8330 -0.5014 2.2511  0.066
H: 1.5001 0.9706 1.5471  0.067
H: 2.1569 -0.6070 1.0912  0.072